C32H30MgNO9P4 | ωB97M-V/def2-TZVPD

Geometry (Å):
Mg: 0.2460 -1.7702 2.2587
C: 4.1904 -0.1551 1.4829
C: 2.9562 -1.0099 1.3014
O: 2.0184 -0.7850 2.0777
C: 2.9275 -2.0090 0.2472
C: 4.1078 -2.2772 -0.4773
C: 4.1471 -3.1633 -1.5221
C: 2.9586 -3.8202 -1.8882
C: 1.7899 -3.5838 -1.2211
C: 1.7123 -2.6720 -0.1238
O: 0.5768 -2.4624 0.4283
H: 3.9788 0.5798 2.2552
H: 4.4551 0.3502 0.5531
H: 5.0400 -0.7660 1.7927
H: 5.0211 -1.7696 -0.1946
H: 5.0713 -3.3552 -2.0507
H: 2.9688 -4.5260 -2.7118
H: 0.8704 -4.0881 -1.4930
N: -0.1775 1.5586 0.0457
P: 1.2203 1.0626 -0.8090
C: 2.0915 2.6613 -0.9903
C: 3.1076 2.7596 -1.9435
C: 3.8573 3.9173 -2.0624
C: 3.6123 4.9960 -1.2202
C: 2.6159 4.9038 -0.2622
C: 1.8615 3.7419 -0.1456
C: 0.5391 0.8521 -2.5035
C: 0.1562 1.9002 -3.3387
C: -0.4883 1.6418 -4.5391
C: -0.7646 0.3325 -4.9121
C: -0.3884 -0.7167 -4.0874
C: 0.2658 -0.4582 -2.8912
P: -1.0784 0.3239 0.8307
C: -2.2370 1.3543 1.7928
C: -3.4944 0.8450 2.1103
C: -4.3577 1.5650 2.9188
C: -3.9788 2.8037 3.4181
C: -2.7246 3.3120 3.1158
C: -1.8543 2.5861 2.3150
C: -2.1985 -0.2816 -0.4935
C: -2.3361 -1.6518 -0.6850
C: -3.1200 -2.1353 -1.7266
C: -3.7541 -1.2556 -2.5891
C: -3.6172 0.1162 -2.4063
C: -2.8468 0.5959 -1.3614
H: -0.7233 2.2934 -0.3941
H: 3.3042 1.9209 -2.6037
H: 4.6377 3.9794 -2.8110
H: 4.2009 5.9006 -1.3093
H: 2.4240 5.7364 0.4034
H: 1.0953 3.6691 0.6151
H: 0.3639 2.9247 -3.0508
H: -0.7812 2.4628 -5.1826
H: -1.2770 0.1325 -5.8453
H: -0.6084 -1.7389 -4.3692
H: 0.5555 -1.2780 -2.2425
H: -3.7854 -0.1301 1.7390
H: -5.3259 1.1505 3.1705
H: -4.6538 3.3637 4.0535
H: -2.4157 4.2698 3.5164
H: -0.8638 2.9708 2.1057
H: -1.8229 -2.3352 -0.0210
H: -3.2256 -3.2045 -1.8648
H: -4.3525 -1.6346 -3.4091
H: -4.1102 0.8072 -3.0794
H: -2.7579 1.6678 -1.2153
O: -3.0317 -1.2435 4.6821
P: -1.7096 -1.7850 3.9622
O: -0.6165 -0.7609 3.9861
O: -1.9511 -2.2377 2.5281
O: -1.3819 -3.0807 4.8397
P: -0.3392 -4.2132 4.1618
O: -1.3336 -4.9256 3.1189
O: 0.0827 -5.1483 5.2062
O: 0.6566 -3.3780 3.3832
H: -3.5057 -1.9781 5.0925
H: -1.6951 -4.2249 2.5391

Results
Relative energy (zero: lowest compared OMol25 entry of this formula, charge and spin)   0.0 kJ/mol
Net charge   -1
Gap between HOMO and LUMO   7.69 eV

Atom charges from the Mulliken analysis, given in e for atoms 1 to 5: number 1, Mg, carries 3.1747; number 2, C, carries -1.8871; number 3, C, carries 1.5185; number 4, O, carries -0.8222; number 5, C, carries 0.5074

---

C32H30N5PbS5SbSe2 | ωB97M-V/def2-TZVPD

Geometry (Å):
Pb: 1.1435 1.2765 -1.6336
Se: 4.7476 -1.2074 0.1093
Se: 3.6231 -3.0172 1.0343
C: 2.3582 -3.2557 -0.5052
C: 2.5654 -4.4728 -1.1262
C: 2.0638 -4.8990 -2.4016
C: 1.5525 -4.1584 -3.4005
C: 1.4396 -2.6754 -3.3928
N: 1.6182 -2.1942 -0.6508
C: 4.3544 0.1591 1.3835
C: 4.2606 -0.0729 2.7568
C: 4.0313 1.0032 3.5885
C: 3.9372 2.2767 3.0386
C: 4.0747 2.4059 1.6682
N: 4.2643 1.3718 0.8519
H: 3.2090 -5.1687 -0.6020
H: 2.1397 -5.9706 -2.5812
H: 1.1427 -4.6641 -4.2692
H: 0.8534 -2.3224 -4.2484
H: 4.3621 -1.0796 3.1384
H: 3.9445 0.8559 4.6585
H: 3.7624 3.1458 3.6588
H: 4.0236 3.3751 1.1856
S: 3.0272 -1.8014 -3.4521
Sb: 2.6850 -0.0183 -5.2182
S: 1.7931 1.9682 -4.0614
S: 0.4677 -2.1286 -1.8884
S: 0.8502 -0.8563 -6.3489
C: -0.6721 -3.3449 2.2045
C: -1.4752 -2.6546 3.3039
C: -0.7978 -2.9397 4.6513
C: -2.8945 -3.2420 3.3023
C: -1.5604 -1.1424 3.0920
C: -2.3038 -0.3743 4.0062
C: -2.4473 0.9918 3.8779
C: -1.8336 1.6157 2.7987
S: -1.8354 3.2847 2.3446
C: -0.8211 2.8716 0.9360
N: -0.5342 1.6235 0.8528
C: -1.0806 0.8764 1.8805
C: -0.9360 -0.5049 2.0315
C: -0.4167 3.9071 -0.0283
C: -0.7861 5.2333 0.2296
C: -0.4508 6.2381 -0.6563
C: 0.2537 5.9095 -1.8082
C: 0.6179 4.5926 -2.0513
C: 0.3061 3.5380 -1.1833
H: -0.6570 -4.4222 2.3845
H: 0.3596 -2.9953 2.1798
H: -1.1016 -3.1743 1.2174
H: -0.7165 -4.0178 4.8108
H: -1.3565 -2.5112 5.4858
H: 0.2076 -2.5157 4.6594
H: -2.8508 -4.3287 3.4084
H: -3.3950 -3.0089 2.3611
H: -3.5028 -2.8445 4.1171
H: -2.7846 -0.8611 4.8462
H: -3.0214 1.5604 4.5988
H: -0.3243 -1.0275 1.3065
H: -1.3393 5.4779 1.1316
H: -0.7415 7.2633 -0.4565
H: 0.5214 6.6873 -2.5160
H: 1.1620 4.3606 -2.9618
N: -4.8501 0.7321 -4.6467
C: -3.6318 0.8455 -3.9825
C: -2.4867 0.2308 -4.4778
C: -1.3063 0.3400 -3.7714
N: -1.2087 1.0102 -2.6233
C: -2.3032 1.5938 -2.1442
C: -3.5306 1.5368 -2.7755
H: -4.7725 0.5059 -5.6252
H: -5.5143 1.4640 -4.4558
H: -2.4957 -0.3102 -5.4158
H: -0.4044 -0.1141 -4.1691
H: -2.1867 2.1402 -1.2169
H: -4.3950 2.0282 -2.3452

Results
Net charge   -2
Gap between HOMO and LUMO   4.33 eV

Atom charges from the Mulliken analysis, given in e for atoms 1 to 5: number 1, Pb, carries 1.0460; number 2, Se, carries -0.0658; number 3, Se, carries -0.2056; number 4, C, carries 0.0408; number 5, C, carries -0.2641

---

C32H31BrFN6SiZr | ωB97M-V/def2-TZVPD

Geometry (Å):
Zr: 0.4115 -0.3148 -0.0768
Br: -5.4990 -1.2819 -4.7207
C: -3.8233 -1.3265 -3.9052
C: -3.3635 -0.2133 -3.2090
C: -2.1245 -0.2571 -2.5952
C: -1.3374 -1.3971 -2.6917
C: -1.8061 -2.5179 -3.3694
C: -3.0471 -2.4801 -3.9790
N: -0.0564 -1.3970 -2.0362
C: 0.8965 -2.1337 -2.4792
C: 2.1368 -2.2943 -1.7208
C: 3.0965 -3.1924 -2.1271
C: 4.2129 -3.3935 -1.3142
C: 4.3024 -2.6977 -0.1242
C: 3.2948 -1.8055 0.2157
N: 2.2352 -1.5797 -0.5695
H: -3.9706 0.6798 -3.1588
H: -1.7705 0.6247 -2.0708
H: -1.2378 -3.4395 -3.4033
H: -3.4206 -3.3499 -4.5010
H: 0.7919 -2.6872 -3.4105
H: 2.9750 -3.7341 -3.0557
H: 4.9851 -4.0929 -1.6067
H: 5.1375 -2.8384 0.5476
H: 3.3343 -1.2525 1.1436
C: 3.7738 0.9102 2.7932
Si: 2.0694 1.2042 2.1624
C: 2.2251 1.6928 0.3103
C: 1.1615 2.4720 3.1407
N: 1.0669 -0.2298 1.8221
C: 0.7208 -1.2973 2.6822
C: 0.9641 -1.3688 4.0511
C: 0.5641 -2.4835 4.7783
C: -0.0755 -3.5519 4.1620
C: -0.3266 -3.5214 2.7917
C: 0.0872 -2.3984 2.1403
F: -0.1306 -2.3048 0.7147
H: 4.1838 1.8834 3.0775
H: 4.4433 0.4816 2.0468
H: 3.8042 0.2818 3.6853
H: 2.4288 2.7542 0.1656
H: 1.2770 1.5763 -0.2511
H: 3.0153 1.1283 -0.1911
H: 1.5802 3.4598 2.9327
H: 1.2990 2.2924 4.2100
H: 0.0875 2.5064 2.9574
H: 1.4561 -0.5416 4.5487
H: 0.7555 -2.5169 5.8417
H: -0.3800 -4.4142 4.7376
H: -0.8138 -4.3355 2.2730
C: -3.9847 -0.0784 0.7176
C: -2.7562 -0.6965 0.6085
N: -1.6140 0.0110 0.6844
C: -1.6647 1.3433 0.8286
C: -2.8478 2.0413 0.7916
C: -4.0340 1.3086 0.7891
C: -2.7583 3.5014 0.6817
C: -1.9279 4.1476 -0.1388
C: -1.0114 3.7021 -1.2269
C: -0.5971 4.7030 -2.0989
C: 0.2119 4.3653 -3.1709
N: 0.5663 3.1022 -3.4080
C: 0.1130 2.2157 -2.5472
N: -0.6196 2.4238 -1.4493
H: -4.8883 -0.6707 0.6991
H: -2.6633 -1.7646 0.4603
H: -0.7297 1.8731 0.9951
H: -4.9871 1.8228 0.8168
H: -3.4439 4.0922 1.2790
H: -2.0046 5.2281 -0.1056
H: -0.9109 5.7265 -1.9505
H: 0.5816 5.1155 -3.8590
H: 0.3799 1.1797 -2.7617

Results
Relative energy (zero: lowest compared OMol25 entry of this formula, charge and spin)   23.4 kJ/mol
Net charge   +3
Gap between HOMO and LUMO   5.86 eV

Atom charges from the Mulliken analysis, given in e for atoms 1 to 5: number 1, Zr, carries -0.4257; number 2, Br, carries -0.0709; number 3, C, carries -0.1567; number 4, C, carries -1.2938; number 5, C, carries 0.5727